Entry from the Open Molecules 2025 dataset: a cluster of 2 separate species, C2H7NS2 in total at a distorted geometry (wB97M-V/def2-TZVPD).

Geometry as XYZ:
```
12
Properties=species:S:1:pos:R:3:forces:R:3
C -2.129182 -0.472628 0.839209 -0.38 -0.06 0.46
C 2.359688 0.479733 0.006631 -1.68 -1.89 0.71
N 1.053845 0.144082 -0.475033 -0.49 0.79 -0.49
S 2.070797 -1.286779 -0.332637 0.52 0.26 -0.60
S 0.644933 0.840589 -2.050323 -1.11 -1.03 0.96
H -1.727085 0.510010 0.634227 -0.05 0.31 0.09
H -3.123509 -0.414956 1.290873 0.15 0.30 0.07
H -1.464334 -0.967871 1.566932 -0.21 -0.12 -0.76
H 2.987859 1.080112 -0.569436 1.10 0.66 -0.91
H 2.307877 0.581192 1.060567 0.46 0.73 0.79
H -2.293025 -0.964841 -0.117414 0.49 -0.44 0.12
H -0.687864 0.471359 -1.853596 1.20 0.49 -0.44
```
Positions in Å, forces in eV/Å.

SMILES: SN1CS1.C
Electronic energy (eV): -25345.7077
Total charge: 0
Kohn-Sham gap (eV): 9.2
Energy relative to the best compared isomer or geometry (same formula, charge and spin) (eV): 2.340